Record 1
Entry from the Open Molecules 2025 dataset: a cluster of 10 separate species, C25H50Cl10O15 in total (wB97M-V/def2-TZVPD).

Geometry as ORCA input:
```
! wB97M-V def2-TZVPD RIJCOSX def2/J DEFGRID3
* xyz 0 1
Cl 13.768 10.693 19.538
Cl 15.912 9.686 7.865
Cl 18.333 12.891 16.818
Cl 16.968 9.427 11.597
Cl 17.013 9.299 16.974
Cl 15.589 12.450 12.239
Cl 14.542 12.699 6.727
Cl 19.843 4.541 7.755
Cl 17.590 6.715 8.955
Cl 15.148 13.239 16.479
O 18.288 12.884 8.944
O 11.286 10.701 12.782
O 18.726 13.526 10.967
O 13.003 9.484 10.306
O 12.808 10.015 15.434
O 11.259 10.600 9.683
O 19.425 6.202 12.896
O 10.974 8.456 10.286
O 11.279 8.641 14.741
O 20.398 13.414 9.452
O 13.397 8.473 13.850
O 9.170 11.463 12.885
O 19.996 8.221 13.200
O 10.780 12.864 12.494
O 20.332 7.339 11.121
C 12.244 13.174 12.500
C 16.332 14.063 15.400
C 16.399 10.079 13.235
C 11.803 10.433 16.432
C 20.713 9.406 12.771
C 20.123 6.278 8.028
C 14.661 9.985 18.150
C 13.682 8.207 10.389
C 11.677 9.396 10.119
C 10.965 7.545 13.847
C 18.776 12.334 7.697
C 8.667 10.182 13.275
C 14.297 11.878 8.331
C 10.480 11.606 12.716
C 19.616 14.314 11.930
C 12.558 8.980 14.590
C 16.156 10.168 18.285
C 18.857 7.094 7.700
C 15.181 10.972 13.162
C 19.251 13.285 9.774
C 15.488 11.165 8.885
C 19.981 7.259 12.272
C 19.456 4.947 12.096
C 17.536 13.128 15.257
C 9.893 10.765 9.341
H 13.465 7.693 11.326
H 12.792 12.669 11.708
H 19.385 5.148 11.061
H 16.497 9.732 19.187
H 9.956 10.596 8.219
H 9.708 11.847 9.605
H 13.929 12.605 8.997
H 14.688 8.467 10.447
H 14.357 10.510 12.676
H 16.523 11.192 18.312
H 20.118 9.897 12.000
H 7.579 10.350 13.368
H 19.991 15.227 11.461
H 20.549 6.482 9.028
H 15.273 10.729 9.838
H 14.852 11.290 14.166
H 9.034 9.864 14.253
H 11.148 7.885 12.817
H 18.951 13.182 7.057
H 8.767 9.528 12.412
H 20.283 4.295 12.393
H 21.682 9.243 12.299
H 11.604 9.723 17.257
H 12.245 11.373 16.795
H 19.720 11.745 7.758
H 11.596 6.697 13.931
H 16.515 15.064 15.851
H 14.436 8.956 18.155
H 18.400 6.778 6.771
H 12.539 12.999 13.558
H 10.875 10.691 15.935
H 18.274 13.440 14.480
H 15.834 14.126 14.442
H 20.501 13.654 12.214
H 19.011 8.130 7.782
H 18.987 14.585 12.813
H 17.877 11.717 7.275
H 9.229 10.079 9.865
H 17.140 12.129 14.984
H 20.761 9.956 13.722
H 13.526 7.563 9.515
H 16.428 9.147 13.801
H 12.179 14.273 12.320
H 13.471 11.116 8.185
H 16.336 11.841 8.982
H 9.965 7.266 14.048
H 18.534 4.458 12.391
H 14.273 10.480 17.270
H 17.221 10.628 13.653
H 20.957 6.530 7.380
*
```

Its LUMO energy is 0.0132 Ha. As for the energy relative to the best compared isomer or geometry (same formula, charge and spin): 0.000 eV. The highest occupied orbital energy is -10.22 eV. Its HOMO-LUMO gap is 0.3886 hartree. For the total energy, the calculation gives -182673.071 eV. The SMILES is COC(=O)OC.COC(=O)OC.COC(=O)OC.COC(=O)OC.COC(=O)OC.ClCCCl.ClCCCl.ClCCCl.ClCCCl.ClCCCl.

Record 2
Entry from the Open Molecules 2025 dataset: a cluster of 10 separate species, C25H50Cl20O5 in total (wB97M-V/def2-TZVPD).

Geometry as ORCA input:
```
! wB97M-V def2-TZVPD RIJCOSX def2/J DEFGRID3
* xyz 0 1
Cl 0.818 -3.676 -6.665
Cl -3.677 2.929 -0.650
Cl -0.777 -1.369 -7.539
Cl -1.825 4.804 2.010
Cl -1.541 -2.793 3.401
Cl 3.155 1.266 -2.534
Cl -3.601 0.049 -0.478
Cl -1.679 -4.049 -7.909
Cl 0.313 5.559 3.898
Cl 4.006 2.202 0.004
Cl -1.664 0.039 3.786
Cl -1.571 -2.944 -5.236
Cl 2.922 4.056 -1.883
Cl -0.300 2.791 3.231
Cl -6.130 1.460 -0.235
Cl -4.176 1.665 1.880
Cl 5.522 2.944 -2.402
Cl 1.031 4.516 1.342
Cl -2.055 -1.623 6.034
Cl -4.105 -1.608 3.914
O -0.475 0.638 -1.603
O 1.432 -2.994 4.075
O -7.986 1.482 -5.126
O 3.390 -1.949 -2.328
O 4.341 0.764 4.972
C 2.799 2.283 4.120
C -6.361 -0.147 -4.582
C 1.606 -2.701 5.479
C -0.780 -2.997 -6.781
C -9.596 2.921 -6.028
C -2.319 -1.501 4.313
C 0.101 1.102 -0.427
C 4.828 -3.865 -1.594
C 1.069 -2.002 -2.961
C 2.182 -2.659 -2.181
C 1.418 -1.251 5.983
C -1.459 1.003 -3.730
C -8.683 2.719 -4.906
C -7.082 1.086 -4.146
C 2.104 -2.706 1.855
C 3.923 2.640 -1.731
C -0.212 4.403 2.601
C 5.680 0.514 5.320
C 4.236 2.046 4.455
C 4.398 -2.387 -1.461
C -4.411 1.522 0.135
C 5.939 -0.838 5.857
C -0.775 1.616 -2.550
C 0.702 -0.053 0.309
C 2.063 -2.082 3.208
H -10.331 2.096 -6.094
H 2.234 -3.690 -2.571
H -0.595 1.673 0.203
H -6.890 -1.055 -4.263
H -1.345 2.438 -2.117
H -5.330 -0.215 -4.089
H -7.662 0.923 -3.230
H 1.533 -1.126 3.143
H 0.970 1.771 -0.663
H 5.378 -1.027 6.799
H 0.233 1.996 -2.873
H 2.157 2.356 5.024
H 5.827 -1.572 5.080
H 6.330 0.690 4.455
H 1.560 -1.119 7.036
H 0.487 -0.803 5.679
H 2.210 -0.562 5.596
H 1.394 -0.561 -0.318
H -0.079 -0.759 0.715
H 2.587 -2.946 5.804
H 7.036 -0.908 6.113
H 5.505 -4.221 -0.791
H 4.802 2.156 3.480
H 2.565 3.122 3.453
H -7.977 3.554 -4.871
H 2.329 1.415 3.709
H 5.197 -1.641 -1.623
H 2.438 -2.090 1.067
H 3.907 -4.452 -1.550
H 4.523 2.912 5.065
H 4.047 -2.249 -0.400
H 1.248 -1.946 -4.018
H 5.980 1.280 6.018
H 0.888 -0.966 -2.602
H -10.155 3.866 -6.008
H 5.192 -4.062 -2.588
H -1.613 1.741 -4.504
H 1.251 0.306 1.196
H -0.923 0.123 -4.075
H 1.927 -2.803 -1.149
H -6.285 -0.116 -5.650
H -6.356 1.905 -3.985
H 1.096 -3.146 1.634
H 0.117 -2.562 -2.788
H -2.470 0.646 -3.408
H -9.107 2.888 -6.995
H -9.137 2.631 -3.897
H 2.762 -3.607 1.809
H 0.782 -3.256 5.921
H 3.026 -1.854 3.607
*
```

Its LUMO energy is 0.0027 Ha. The highest occupied orbital energy is -9.52 eV. Its HOMO-LUMO gap is 0.3525 hartree. For the total energy, the calculation gives -287417.238 eV. The SMILES is ClC(Cl)(Cl)Cl.ClC(Cl)(Cl)Cl.ClC(Cl)(Cl)Cl.ClC(Cl)(Cl)Cl.ClC(Cl)(Cl)Cl.CCOCC.CCOCC.CCOCC.CCOCC.CCOCC.

Record 3
Entry from the Open Molecules 2025 dataset: a structure of composition C25H50ClNP2PdSSi2 (wB97M-V/def2-TZVPD).

Geometry as ORCA input:
```
! wB97M-V def2-TZVPD RIJCOSX def2/J DEFGRID3
* xyz 0 5
Pd 0.083 0.238 -0.295
Cl 2.763 1.614 -3.839
S 3.253 -3.295 -0.448
P 1.948 1.306 1.328
P -1.046 -1.479 -1.982
Si -3.495 -1.707 -0.008
Si -0.228 1.331 3.630
N 1.067 -1.840 0.607
C 1.268 -2.871 -2.747
C -5.034 -1.172 -0.934
C -1.931 -0.202 1.886
C 4.636 1.074 2.557
C 2.879 3.840 2.302
C -1.292 1.749 0.835
C 1.082 1.019 -1.853
C -3.962 -2.784 1.444
C -2.118 0.982 -0.087
C -1.469 0.454 -3.946
C 1.552 0.932 3.085
C -2.516 -0.227 0.591
C 1.999 -2.490 0.189
C -0.747 -4.013 -3.469
C -0.143 -2.618 -3.234
C -1.196 1.001 2.062
C -0.442 3.103 4.199
C 2.018 3.712 -0.060
C -2.919 -1.589 -4.170
C -0.787 0.156 4.968
C 3.858 1.150 1.231
C -2.221 -2.588 -1.116
C -2.226 -0.637 -3.186
C 4.220 -0.114 0.472
C 1.853 3.187 1.369
H -2.120 0.853 -4.733
H 0.838 3.417 1.729
H -0.424 3.830 3.375
H 4.163 2.051 0.683
H -0.798 -4.595 -2.536
H -4.529 -2.191 2.178
H -1.419 3.169 4.704
H 3.877 -0.984 1.050
H 2.228 1.480 3.759
H 5.294 -0.213 0.388
H -5.412 -2.003 -1.551
H 2.097 4.806 -0.025
H -0.572 -0.883 4.679
H -3.467 -2.415 -3.701
H -2.991 -0.171 -2.547
H -0.057 -4.541 -4.143
H -4.872 -0.291 -1.571
H 1.171 3.448 -0.705
H -1.172 1.285 -3.298
H -0.131 -2.021 -4.162
H -2.783 -3.199 -1.839
H 1.849 -3.522 -3.409
H -2.209 -2.006 -4.895
H -1.870 0.263 5.132
H 5.676 0.881 2.305
H -3.058 -3.183 1.926
H 2.840 3.490 3.341
H 4.640 1.957 3.194
H 1.171 -3.432 -1.806
H 4.268 0.239 3.138
H -0.263 0.385 5.908
H -2.076 -0.970 2.656
H -1.631 -3.251 -0.460
H 2.110 1.236 -1.536
H -1.735 -4.017 -3.937
H 0.343 3.361 4.927
H -2.548 1.366 -1.016
H 2.927 3.318 -0.540
H 1.098 0.285 -2.668
H 3.901 3.706 1.928
H -3.657 -1.004 -4.734
H 2.674 4.919 2.321
H 3.749 -0.234 -0.528
H 0.601 1.946 -2.208
H -4.588 -3.620 1.098
H -5.798 -0.926 -0.178
H 1.691 -0.154 3.229
H -1.009 2.799 0.700
H -0.556 0.067 -4.421
H 1.833 -1.957 -2.582
*
```

Its LUMO energy (alpha / beta) is 0.0075 / -0.1486 Ha. As for the energy relative to the best compared isomer or geometry (same formula, charge and spin): 1.516 eV. The highest occupied orbital energy (alpha / beta) is -5.41 / -6.23 eV. Its HOMO-LUMO gap (alpha / beta) is 0.2064 / 0.0803 hartree. For the total energy, the calculation gives -89392.933 eV.

Record 4
Entry from the Open Molecules 2025 dataset: an isolated molecule of C25H50F3NO5P2S3 (wB97M-V/def2-TZVPD).

Geometry as ORCA input:
```
! wB97M-V def2-TZVPD RIJCOSX def2/J DEFGRID3
* xyz 0 1
S 1.242 -0.602 3.917
S 2.881 2.137 2.153
S -2.814 -2.725 -4.936
P 0.949 -0.873 2.016
P 1.014 2.508 2.557
F -3.953 1.880 3.617
F -3.983 3.650 2.397
F -3.554 3.768 4.490
O -3.585 -3.902 -5.049
O -3.425 -1.627 -5.612
O 5.686 2.328 -3.048
O 0.169 2.362 0.144
O -1.370 -2.937 -5.591
N 2.260 -1.743 -3.597
C -2.555 -2.301 -3.202
C 1.373 1.698 -1.928
C -0.209 0.157 -0.409
C -1.818 -3.409 5.714
C -2.231 -2.071 5.055
C -1.683 -0.470 1.530
C 0.823 1.325 -0.556
C 0.216 -1.148 -1.136
C -2.626 -0.773 -3.021
C -2.019 -2.056 3.535
C 6.201 2.036 -4.334
C -0.310 -3.416 6.027
C -2.549 -0.394 -1.522
C 4.693 3.330 -3.035
C -2.097 -0.603 3.021
C -0.245 1.754 1.382
C -1.439 0.674 -1.201
C 1.707 -1.557 -1.138
C 1.931 -2.483 -2.380
C 3.286 2.768 -3.161
C 2.899 1.855 -1.972
C -3.362 3.036 3.386
C -1.584 2.517 1.690
C -1.869 2.892 3.164
C -0.312 0.197 1.180
H 1.700 0.926 -0.032
H -3.154 -0.345 3.098
H 1.893 -2.186 -0.268
H 0.108 -2.416 6.076
H 1.677 -0.920 -3.697
H 0.993 -3.015 -2.562
H -3.275 -1.843 5.287
H 7.288 2.122 -4.327
H 2.403 -0.733 -1.247
H 5.942 1.014 -4.623
H 0.746 2.078 3.873
H -1.129 -2.071 -5.966
H -2.463 2.024 1.281
H 4.804 3.866 -2.089
H 2.530 3.530 -3.352
H 2.691 -3.225 -2.149
H 3.294 2.108 -4.037
H -1.052 -2.518 3.319
H 0.704 3.886 2.551
H 3.228 -1.446 -3.544
H 1.051 0.935 -2.640
H -0.134 -3.913 6.983
H -2.403 -3.502 6.627
H 0.259 -3.960 5.274
H -1.972 1.479 -0.705
H -1.540 2.159 3.896
H -0.382 -1.964 -0.729
H 3.317 2.233 -1.039
H -1.451 3.857 3.441
H -1.849 -0.295 -3.618
H -1.652 -1.477 1.106
H -2.471 -1.269 -0.882
H 5.817 2.698 -5.114
H -1.559 0.048 3.703
H -1.626 -1.261 5.466
H 3.375 0.902 -2.198
H 4.834 4.083 -3.818
H -1.538 -2.612 -2.959
H -2.077 -4.220 5.035
H -3.275 -2.805 -2.567
H -3.586 -0.459 -3.421
H -0.044 -1.016 -2.188
H 2.165 -0.639 1.343
H 0.580 -2.210 1.755
H 0.935 2.642 -2.257
H -1.158 1.075 -2.172
H -3.514 0.050 -1.280
H -2.776 -2.664 3.035
H -2.507 0.031 1.033
H -1.487 3.456 1.150
*
```

Its LUMO energy is 0.0078 Ha. The highest occupied orbital energy is -8.47 eV. Its HOMO-LUMO gap is 0.3192 hartree. For the total energy, the calculation gives -97698.038 eV. The SMILES is CCCCCC[C@@]1([PH2]=S)[C@@](CCCN)(CCCCS(=O)(=O)O)[C@@H](CCCCOC)O[C@]1(CCC(F)(F)F)[PH2]=S.